Entry from OMol25: C9H27ClI2P3Sn as an isolated structure (ωB97M-V with the def2-TZVPD basis set).

The geometry in XYZ format:
```
43
Properties=species:S:1:pos:R:3:lowdin_charge:R:1
I 2.384 -0.734 -1.504 0.766
I -2.441 0.897 1.432 0.774
Sn -0.218 -0.073 -0.229 -0.009
P 0.006 2.340 -1.292 0.675
C 1.014 3.546 -0.372 -0.221
C 0.693 2.138 -2.963 -0.253
H 0.526 3.052 -3.555 0.091
H -1.699 3.847 -2.144 0.090
H 0.190 1.286 -3.438 0.045
H -2.318 2.178 -1.863 0.045
H 2.043 3.166 -0.288 0.056
H 1.768 1.923 -2.890 0.020
C -1.687 2.983 -1.462 -0.254
H 1.027 4.514 -0.901 0.097
H -2.067 3.275 -0.473 0.021
H 0.584 3.689 0.631 0.049
P -0.289 -2.461 0.862 0.697
C 0.615 -2.740 2.410 -0.196
C -2.047 -2.837 1.128 -0.239
H -0.117 -3.378 -1.359 0.047
H 0.000 -4.655 -0.095 0.093
H 1.410 -3.583 -0.439 0.036
C 0.314 -3.640 -0.383 -0.239
H -2.611 -2.551 0.230 0.049
H -2.158 -3.916 1.311 0.092
H 0.452 -3.786 2.720 0.099
H 0.239 -2.073 3.195 0.043
H -2.419 -2.266 1.990 0.037
H 1.689 -2.579 2.248 0.048
Cl -1.610 -0.825 -2.118 0.040
C 2.314 2.637 2.684 -0.243
P 1.496 1.116 2.046 0.747
C 2.999 0.047 2.051 -0.280
C 0.559 0.728 3.586 -0.282
H 3.037 3.012 1.957 0.055
H 2.841 2.420 3.633 0.087
H 1.572 3.415 2.864 0.058
H 3.501 0.079 3.022 0.076
H 2.763 -1.009 1.858 0.002
H 3.684 0.441 1.273 0.051
H -0.158 1.554 3.760 0.054
H 0.026 -0.231 3.523 0.001
H 1.229 0.662 4.448 0.076
```

Results
Charge   +3
Strongest force on any atom   0.03080 Eh/bohr
E_LUMO (spin up / spin down)   -13.81 / -13.75 eV
Highest occupied orbital energy (spin up / spin down)   -0.692 / -0.693 Ha



Entry from OMol25: C9H27InO12P3 as an isolated structure (ωB97M-V with the def2-TZVPD basis set).

The geometry in XYZ format:
```
52
Properties=species:S:1:pos:R:3:lowdin_charge:R:1
In 22.672 1.205 22.358 1.281
C 25.776 3.500 26.579 -0.028
O 24.937 4.453 25.939 -0.119
P 24.745 4.468 24.343 0.455
O 23.828 3.488 23.736 -0.288
O 26.208 4.402 23.714 -0.184
C 27.234 5.295 24.122 -0.067
O 24.252 5.987 24.222 -0.135
C 22.876 6.297 24.185 -0.060
H 25.373 3.120 27.516 0.121
H 26.743 3.971 26.795 0.125
H 26.054 2.673 25.928 0.087
H 27.664 5.841 23.280 0.112
H 28.128 4.827 24.539 0.100
H 26.863 6.035 24.832 0.104
H 22.483 6.537 25.182 0.126
H 22.148 5.535 23.890 0.092
H 22.771 7.148 23.515 0.116
C 17.652 3.731 22.802 -0.070
O 17.381 2.603 22.000 -0.149
P 18.544 1.884 21.155 0.457
O 19.828 1.678 21.870 -0.326
O 18.630 2.772 19.774 -0.117
C 17.483 3.379 19.258 -0.072
O 17.826 0.606 20.625 -0.172
C 17.466 -0.511 21.495 -0.012
H 17.515 3.571 23.873 0.116
H 17.058 4.597 22.497 0.119
H 18.661 4.152 22.742 0.092
H 17.224 3.056 18.240 0.134
H 17.537 4.470 19.156 0.129
H 16.559 3.193 19.807 0.105
H 17.790 -0.401 22.527 0.097
H 17.853 -1.403 21.009 0.105
H 16.381 -0.589 21.438 0.110
C 27.077 1.686 20.528 -0.023
O 27.688 1.270 21.735 -0.146
P 26.970 0.625 23.025 0.488
O 25.478 0.787 23.008 -0.367
O 27.546 -0.887 23.202 -0.137
C 26.747 -2.048 23.093 -0.031
O 27.784 1.387 24.138 -0.159
C 29.220 1.237 24.194 -0.023
H 27.303 2.756 20.467 0.125
H 25.994 1.575 20.572 0.081
H 27.513 1.120 19.704 0.126
H 27.221 -2.574 22.253 0.132
H 25.711 -1.812 22.855 0.088
H 26.781 -2.682 23.982 0.126
H 29.597 0.491 23.497 0.099
H 29.464 0.846 25.184 0.120
H 29.776 2.166 24.078 0.115
```

Results
Charge   +3
ΔE to the lowest compared entry with this formula, charge and spin   1.075 eV
Strongest force on any atom   0.04853 Eh/bohr
E_LUMO   -16.44 eV
Highest occupied orbital energy   -0.670 Ha



Entry from OMol25: C9H27InO12P3 as an isolated structure (ωB97M-V with the def2-TZVPD basis set).

The geometry in XYZ format:
```
52
Properties=species:S:1:pos:R:3:lowdin_charge:R:1
In 1.105 0.828 0.751 1.172
C -1.301 1.967 -3.754 0.013
O -2.505 1.746 -2.899 -0.095
P -2.532 2.193 -1.309 0.576
O -1.248 1.912 -0.567 -0.324
O -3.886 1.374 -0.893 -0.166
C -3.938 -0.028 -1.031 -0.071
O -2.905 3.754 -1.441 -0.013
C -1.927 4.648 -1.917 0.008
H -0.338 2.113 -3.264 0.093
H -1.528 2.918 -4.235 0.124
H -1.191 1.099 -4.404 0.098
H -4.098 -0.475 -0.049 0.112
H -2.989 -0.411 -1.405 0.067
H -4.760 -0.337 -1.677 0.123
H -2.422 4.959 -2.837 0.154
H -1.026 4.161 -2.291 0.093
H -1.727 5.440 -1.195 0.156
C -0.961 -2.720 -2.637 -0.053
O -0.443 -1.782 -3.556 -0.108
P 0.963 -1.024 -3.286 0.537
O 1.114 -0.399 -1.939 -0.328
O 1.009 0.109 -4.468 -0.197
C 1.250 -0.282 -5.808 -0.035
O 2.127 -2.047 -3.806 -0.025
C 2.547 -3.096 -2.951 0.021
H -0.715 -3.724 -2.982 0.129
H -2.046 -2.613 -2.638 0.116
H -0.761 -2.656 -1.567 0.107
H 1.292 -1.360 -5.961 0.103
H 2.213 0.180 -6.026 0.128
H 0.401 0.106 -6.370 0.123
H 2.277 -4.058 -3.385 0.160
H 2.131 -3.100 -1.944 0.112
H 3.634 -3.104 -2.867 0.156
C -1.222 -0.614 5.132 -0.049
O -0.165 0.147 5.746 -0.131
P 1.227 0.001 5.032 0.477
O 1.153 0.136 3.546 -0.350
O 2.182 1.102 5.766 -0.071
C 3.625 1.107 5.555 0.034
O 1.815 -1.416 5.553 -0.073
C 1.815 -1.704 6.940 0.009
H -1.015 -1.658 5.367 0.099
H -1.243 -0.726 4.048 0.087
H -2.260 -0.458 5.424 0.124
H 4.101 0.831 6.495 0.135
H 3.937 2.111 5.268 0.135
H 3.870 0.270 4.900 0.104
H 1.077 -2.498 7.055 0.145
H 1.513 -0.820 7.502 0.117
H 2.772 -2.099 7.281 0.143
```

Results
Charge   +4
2S+1   2
ΔE to the lowest compared entry with this formula, charge and spin   0.000 eV
Strongest force on any atom   0.09148 Eh/bohr
<S²>   1.775
E_LUMO (spin up / spin down)   -16.33 / -17.19 eV
Highest occupied orbital energy (spin up / spin down)   -0.798 / -0.803 Ha



Entry from OMol25: a 2-piece molecular cluster, C9H28BN2O3P2 overall (ωB97M-V with the def2-TZVPD basis set).

The geometry in XYZ format:
```
45
Properties=species:S:1:pos:R:3:lowdin_charge:R:1
C 5.011 -0.054 -0.545 -0.116
C 5.006 -1.310 -1.435 -0.264
C 4.036 -2.384 -0.954 -0.310
N 2.649 -2.009 -1.183 -0.104
B 1.589 -2.359 -0.110 -0.841
P 0.713 -0.699 0.556 0.896
C 0.395 -1.105 2.342 -0.364
C -1.056 -0.611 -0.054 -0.480
C -1.398 0.750 -0.663 -0.208
P 0.345 -3.669 -0.847 0.499
N -0.926 -4.154 -0.069 -0.211
O 1.185 -4.995 -1.329 -0.225
O -0.010 -3.145 -2.384 -0.239
H 4.768 0.852 -1.105 0.060
H 4.261 -0.143 0.245 0.063
H 5.983 0.106 -0.072 0.057
H 6.012 -1.733 -1.506 0.091
H 4.718 -1.038 -2.458 0.097
H 4.279 -3.333 -1.454 0.098
H 4.206 -2.555 0.122 0.098
H 2.612 -1.020 -1.396 0.042
H 2.083 -2.919 0.853 0.048
H 0.065 -2.136 2.491 0.020
H 1.313 -0.950 2.913 0.014
H -0.365 -0.426 2.738 0.014
H -1.713 -0.808 0.799 0.060
H -1.255 -1.411 -0.769 0.036
H -0.746 0.965 -1.514 0.054
H -1.257 1.556 0.061 0.046
H -2.434 0.786 -1.011 0.056
H -0.978 -3.664 0.818 -0.065
H 1.764 -4.738 -2.056 0.043
H 0.366 -2.259 -2.492 0.037
C -5.514 4.040 0.556 -0.066
C -4.062 3.725 0.881 -0.508
C -3.478 4.692 1.898 -0.064
O -3.270 3.687 -0.300 -0.054
H -5.595 5.044 0.128 0.077
H -5.905 3.326 -0.168 0.078
H -6.135 4.005 1.453 0.076
H -3.994 2.708 1.274 0.139
H -3.504 5.714 1.506 0.078
H -2.442 4.434 2.114 0.080
H -4.046 4.675 2.830 0.077
H -3.276 4.562 -0.703 0.086
```

Results
Charge   -1
ΔE to the lowest compared entry with this formula, charge and spin   0.000 eV
Strongest force on any atom   0.00680 Eh/bohr
E_LUMO   2.51 eV
Highest occupied orbital energy   -0.144 Ha